Computed, not measured: a structure of composition C48H52AsBrN2O6ScSi, with ωB97M-V with the def2-TZVPD basis set.

The geometry in XYZ format:
```
112
C48H52AsBrN2O6ScSi (ωB97M-V with the def2-TZVPD basis set)
C -0.911 -2.986 5.351
C 0.411 -4.671 -1.746
C -2.245 -0.768 -3.310
H -2.384 2.040 4.883
H -3.346 -3.371 -5.975
N 1.548 -1.473 -0.221
H 1.167 -2.691 2.615
H 1.008 5.559 -1.180
O -0.813 -1.110 1.558
H 0.173 -5.673 -1.410
H -3.857 -6.472 2.634
C -1.301 2.728 2.500
H -2.443 3.435 -1.643
O -2.094 1.409 -2.394
O 1.695 0.833 1.353
H 4.558 -2.600 1.966
H -0.372 5.256 2.837
H -0.547 -0.306 5.011
C -2.953 -3.020 -3.891
H -3.196 -4.027 -3.579
O -1.990 0.846 -5.063
C -1.068 1.971 1.572
H -1.662 -2.380 5.860
H 1.183 3.269 -3.805
H 2.903 1.833 3.388
H -5.097 1.619 2.542
C -5.505 0.245 4.141
C -2.164 -3.695 0.575
O 0.561 1.782 -1.058
H -3.022 0.503 1.859
C -2.552 -2.077 -2.956
C 0.998 -2.050 -2.538
C 1.176 -0.430 -4.135
H 0.053 -3.290 -5.559
C -2.886 4.341 3.481
C -4.766 0.734 3.074
H -3.605 -2.433 4.921
C 0.544 -3.005 -3.475
Sc -0.075 0.339 0.347
C 0.413 -2.586 -4.817
C 0.759 -3.149 3.516
C 2.574 -1.778 0.482
Si -1.586 -1.926 2.698
C -3.135 -1.046 3.338
C 3.140 -1.031 1.580
C -0.415 4.652 3.746
H -3.075 4.997 4.337
C 0.249 -4.325 -3.053
H 1.580 -3.265 4.235
H -2.776 -1.069 -6.651
C -1.857 0.212 -2.222
H -1.740 3.417 5.806
As 0.032 3.256 -1.594
H -2.885 4.947 2.572
H 1.324 4.422 0.164
C 0.139 3.361 -3.508
H -0.097 -3.163 6.067
C -0.356 -2.283 4.112
H -2.469 -2.340 -1.910
H 1.420 0.600 -4.379
C -3.907 -1.534 4.398
C 0.729 -1.303 -5.151
C 4.309 0.262 3.757
H -3.688 -6.696 0.173
H -0.460 2.549 -3.914
H 0.391 -4.147 3.257
C -1.679 3.924 -1.046
H -0.639 2.237 5.060
C 3.281 0.866 3.081
H -1.679 5.005 -1.195
H -3.699 3.619 3.410
C 4.773 -0.993 3.350
C -2.725 -1.358 -5.605
H -0.575 5.316 4.600
H 0.615 -0.370 3.688
C -3.378 -5.695 2.049
C 2.646 0.245 1.968
C -1.579 2.776 4.933
C 1.147 -2.436 -1.172
H 0.548 4.152 3.865
N 1.318 -0.779 -2.886
C 4.202 -1.625 2.278
H 0.630 -0.941 -6.167
C -3.596 0.095 2.680
H 2.283 4.314 -1.325
Br 6.203 -1.819 4.299
C -2.868 -4.569 2.680
C -5.073 -0.898 4.803
H -1.347 -3.960 5.116
H -0.255 4.323 -3.839
C 0.858 -3.722 -0.800
C -1.544 3.617 3.649
O -1.348 -0.318 -1.178
H 3.097 -2.715 0.253
H 4.764 0.751 4.610
C -3.285 -5.821 0.669
C 0.221 -0.927 4.539
H -1.806 3.671 0.006
H 0.923 -3.992 0.247
C -2.332 -0.415 -4.660
H 1.034 -1.070 5.263
C -2.679 -4.814 -0.068
C -3.038 -2.653 -5.225
H -6.415 0.744 4.453
C 1.299 4.541 -0.919
H -0.112 -5.041 -3.783
H -2.976 -4.489 3.755
H -2.601 -4.899 -1.146
C -2.242 -3.546 1.960
H -2.084 0.883 -6.020
H -1.689 -2.905 0.002
H -5.647 -1.296 5.632
```

For the LUMO energy, the calculation gives 2.1583 eV. Its total charge is -1. As for the multiplicity: 1. For the relative energy (zero: lowest compared OMol25 entry of this formula, charge and spin), the calculation gives 0.6276 eV. For the molecular weight, the calculation gives 980.82 g mol⁻¹. The calculation puts the orbital gap at 7.2 eV. The HOMO energy is -5.09 eV.

Löwdin population analysis, charges in e, atoms 1 to 4: atom 1 (C): -0.100, atom 2 (C): -0.077, atom 3 (C): -0.047, atom 4 (H): 0.078